Record 1
C28H39N2O3 | ωB97M-V with the def2-TZVPD basis set

Cartesian coordinates (Å):
C  6.874909  -1.633951  0.584828
C  6.881383  -0.639683  1.740228
C  6.955183  -1.311349  3.111780
C  5.730392  -2.139044  3.509490
C  4.443036  -1.317759  3.669256
C  3.517831  -1.398198  2.454990
C  2.295075  -0.498869  2.622793
C  1.276942  -0.641847  1.492293
C  1.811172  -0.172508  0.140283
C  0.723939  -0.181368  -0.921197
O  -0.232523  0.850773  -0.607711
C  -1.132240  1.125311  -1.514467
O  -1.252863  0.603831  -2.592755
C  -2.073104  2.248811  -1.038526
N  -3.184960  2.361040  -1.943350
C  -3.951856  1.354507  -2.379163
C  -3.910061  -0.057310  -1.899974
O  -3.449274  -0.077354  -0.579152
C  -2.879792  -1.236590  -0.068705
C  -2.709563  -2.417346  -0.770034
C  -2.101179  -3.491061  -0.134451
C  -1.684515  -3.395804  1.177206
C  -1.869663  -2.216017  1.893606
C  -1.462454  -2.126685  3.329740
C  -2.460913  -1.139088  1.254177
N  -4.791120  1.787508  -3.326441
C  -5.749915  0.979785  -4.034364
C  -4.562996  3.135177  -3.527226
C  -5.144816  4.064352  -4.380606
C  -4.666236  5.357052  -4.320519
C  -3.643404  5.720992  -3.441866
C  -3.059975  4.806111  -2.589408
C  -3.532235  3.500923  -2.643995
H  6.877336  -1.108166  -0.367858
H  5.996501  -2.273922  0.618110
H  7.758413  -2.266625  0.627114
H  7.753503  0.010029  1.634099
H  5.996811  -0.002436  1.687681
H  7.831211  -1.964066  3.130282
H  7.108868  -0.538473  3.869111
H  5.568551  -2.935284  2.781782
H  5.963694  -2.620277  4.461434
H  4.700966  -0.273609  3.857906
H  3.890941  -1.674785  4.541614
H  3.189321  -2.432286  2.323536
H  4.065351  -1.105993  1.560217
H  2.619423  0.542156  2.687721
H  1.802635  -0.747105  3.565779
H  0.391285  -0.052174  1.735954
H  0.968582  -1.686021  1.408713
H  2.209596  0.839213  0.230818
H  2.612800  -0.827632  -0.198815
H  1.127845  0.015074  -1.919298
H  0.196335  -1.140893  -0.938117
H  -1.523763  3.191470  -1.030413
H  -2.406773  2.019911  -0.023991
H  -4.914585  -0.502598  -1.965687
H  -3.237253  -0.615760  -2.571346
H  -3.040169  -2.531987  -1.790332
H  -1.962362  -4.411763  -0.679815
H  -1.220495  -4.243371  1.657475
H  -1.371672  -1.092816  3.650963
H  -0.516098  -2.635241  3.496303
H  -2.213034  -2.612177  3.953239
H  -2.620054  -0.209144  1.778116
H  -6.502801  0.586359  -3.349241
H  -6.245949  1.593438  -4.781494
H  -5.252835  0.148589  -4.535213
H  -5.936533  3.799248  -5.061674
H  -5.092055  6.107244  -4.967225
H  -3.302767  6.743858  -3.430446
H  -2.274980  5.103673  -1.913758

Atoms 1-3, force components in eV/Å:
-0.055 0.235 0.113
0.133 -0.195 0.080
-0.125 0.002 -0.112

Results
SMILES ... CCCCCCCCCCOC(=O)Cn1c(COc2cccc(C)c2)[n+](C)c2ccccc21
Total charge ... +1
Kohn-Sham gap ... 8.6 eV
Multiplicity ... 1

=====

Record 2
C28H40F5KN6O3Te | ωB97M-V with the def2-TZVPD basis set

Cartesian coordinates (Å):
K  0.532346  0.043903  -0.694898
C  1.426730  -7.006458  -1.398185
C  0.900165  -5.751348  -0.765215
C  0.846835  -5.576324  0.572978
C  0.416146  -4.328899  1.156849
C  0.230080  -4.225508  2.523557
N  -0.467169  -3.315150  3.212874
C  -1.431507  -2.371172  2.672754
C  -2.274465  -1.695069  3.739010
C  -3.399327  -0.883973  3.094444
N  -2.942768  0.149629  2.170011
C  -3.367931  1.387521  2.188189
C  -3.042249  2.377337  1.247536
C  -3.582352  3.681172  1.411682
C  -3.301792  4.685582  0.537130
C  -3.859618  6.074779  0.680636
C  -2.442856  4.372474  -0.550119
C  -1.875143  3.147617  -0.780967
C  -1.001208  3.034449  -1.977027
N  -0.308825  2.030825  -2.308471
C  0.511432  2.102308  -3.514661
C  0.013152  1.156227  -4.624236
C  0.606265  -0.256088  -4.573334
N  0.345791  -0.844954  -3.280981
C  0.046812  -2.042772  -3.110256
C  0.131264  -3.478346  -1.130661
C  0.469799  -4.679706  -1.631834
C  0.257253  -3.185322  0.293586
O  0.292304  -2.014186  0.701784
C  -2.166118  2.059960  0.143177
O  -1.695109  0.902765  0.030685
H  1.619030  -7.772910  -0.648356
H  2.364462  -6.796215  -1.917058
H  0.725518  -7.411907  -2.130812
H  1.129096  -6.386992  1.236516
H  0.652618  -5.007963  3.148059
H  -0.422318  -3.389855  4.215706
H  -2.063553  -2.915380  1.959690
H  -0.896578  -1.620036  2.094411
H  -1.648188  -1.039462  4.349612
H  -2.747225  -2.426712  4.400945
H  -4.000710  -0.396348  3.862302
H  -4.056849  -1.564997  2.547061
H  -2.318158  -0.047499  1.373194
H  -4.040470  1.650663  3.002248
H  -4.235479  3.867768  2.259624
H  -4.497361  6.149802  1.560788
H  -4.456917  6.354331  -0.189408
H  -3.063126  6.814742  0.780262
H  -2.214971  5.168966  -1.254768
H  -0.979001  3.950659  -2.588577
H  1.529824  1.804577  -3.243731
H  0.546288  3.131305  -3.897148
H  0.282693  1.594290  -5.588068
H  -1.078167  1.107536  -4.589054
H  1.693346  -0.197621  -4.675856
H  0.215661  -0.861481  -5.399255
H  -0.007631  -2.830166  -3.862404
H  0.478168  -4.844887  -2.703052
N  0.096497  2.286586  2.686405
C  1.445476  2.779831  2.989699
C  2.452602  2.311481  1.951914
C  2.224647  2.907804  0.566157
C  3.350766  2.611909  -0.411058
N  3.491660  1.182645  -0.600676
H  -0.175248  2.583914  1.755334
H  -0.577311  2.710282  3.313933
H  1.734256  2.392602  3.968852
H  1.486827  3.876603  3.050990
H  2.430192  1.218593  1.900172
H  3.452893  2.594157  2.296691
H  2.113805  3.996175  0.643168
H  1.292167  2.530192  0.131550
H  4.267095  3.110922  -0.058706
H  3.101810  3.060010  -1.377068
H  3.839223  0.702468  0.220248
H  4.093683  0.950598  -1.379934
F  5.050720  -2.055383  -1.747299
Te  3.206643  -2.061859  -1.573618
F  3.429362  -3.833902  -0.849114
F  3.044573  -3.076582  -3.224034
F  3.663046  -1.506401  0.299521
F  3.422502  -0.535447  -2.868098
O  -0.315825  -2.372680  -1.823934

Atoms 1-3, force components in eV/Å:
0.665 0.196 -0.019
-0.009 0.015 0.001
-0.011 0.027 -0.016

Results
Kohn-Sham gap ... 6.9 eV
Multiplicity ... 1

=====

Record 3
C28H40IrN3O7PS2Se2 | ωB97M-V with the def2-TZVPD basis set

Cartesian coordinates (Å):
Ir  0.884019  1.433668  -0.265073
C  -4.006542  -2.281279  3.751014
O  -3.318171  -2.410601  4.978204
C  -2.534836  -1.360131  5.362642
C  -2.457724  -0.150120  4.678558
C  -1.595436  0.841026  5.119605
C  -0.802506  0.645976  6.244246
C  -0.952471  -0.537818  6.965171
C  -1.790029  -1.541670  6.526519
N  0.107754  1.589367  6.835141
N  0.614858  2.551010  6.215226
C  0.754017  2.597811  4.807954
C  0.749646  3.880271  4.280145
C  0.783258  4.158855  2.919335
C  0.840846  3.102650  2.007027
O  0.855271  3.224309  0.716106
C  0.911545  1.759867  2.548085
N  0.991660  0.765173  1.594964
C  1.217385  -0.479096  1.988074
C  1.402014  -0.791742  3.344172
C  1.265468  0.171106  4.305248
C  0.959553  1.499781  3.925141
H  -4.532982  -3.220024  3.596575
H  -3.312218  -2.112902  2.923286
H  -4.732029  -1.463343  3.784487
H  -3.044340  0.032432  3.790277
H  -1.560799  1.775154  4.575887
H  -0.376842  -0.655994  7.874367
H  -1.882023  -2.474143  7.066657
H  0.672959  4.691215  4.995327
H  0.749304  5.173493  2.546745
H  1.257150  -1.224942  1.207091
H  1.633497  -1.813220  3.614610
H  1.416449  -0.072499  5.348620
O  -3.779111  2.140341  -2.680901
C  -2.416570  1.716102  -2.768088
C  -1.663854  2.672392  -3.690574
C  -2.258228  2.538651  -5.104273
O  -1.583080  3.288536  -6.106270
C  -1.798570  4.121113  -3.211039
Se  -0.988821  4.323419  -1.456393
C  -0.184694  2.281252  -3.716896
Se  0.823440  2.943114  -2.165974
H  -4.186294  1.663571  -1.953470
H  -2.352497  0.701643  -3.178627
H  -1.944572  1.708769  -1.780709
H  -3.316715  2.814028  -5.072018
H  -2.190856  1.495666  -5.420212
H  -1.569113  4.210630  -5.832033
H  -2.846641  4.400819  -3.107031
H  -1.306119  4.805045  -3.906019
H  0.287972  2.696334  -4.605469
H  -0.054631  1.198488  -3.703712
C  -1.766692  -2.984545  -2.872047
C  -0.584114  -3.684626  -2.224367
C  -0.713294  -3.770522  -0.713942
O  0.636133  -3.065799  -2.674993
P  1.480068  -1.862609  -1.990301
S  2.608081  -2.575898  -0.542325
S  0.217692  -0.329391  -1.630429
O  2.332699  -1.402390  -3.264057
C  3.105493  -2.175249  -4.204058
C  2.241338  -2.399116  -5.434463
C  3.683709  -3.469881  -3.664686
H  -2.688740  -3.522261  -2.642326
H  -1.642561  -2.949665  -3.954735
H  -1.847388  -1.964413  -2.498745
H  -0.507198  -4.700428  -2.625685
H  -0.789642  -2.776906  -0.271827
H  0.146627  -4.271589  -0.273651
H  -1.618318  -4.333626  -0.475163
H  3.933799  -1.508416  -4.460652
H  1.384877  -3.021082  -5.174837
H  2.817953  -2.897769  -6.216496
H  1.877973  -1.448201  -5.822590
H  2.895937  -4.173238  -3.396783
H  4.290655  -3.296160  -2.780065
H  4.304399  -3.915022  -4.445258
C  4.601900  0.784534  0.798929
O  3.696875  0.492884  -0.236281
H  4.219794  0.482691  1.783051
H  4.742951  1.865516  0.811387
H  5.580851  0.310909  0.653120
H  3.519388  -0.461299  -0.267474

Atoms 1-3, force components in eV/Å:
-0.859 1.191 -1.830
-0.010 0.001 -0.024
0.029 0.046 0.043

Results
Total charge ... -1
Kohn-Sham gap ... 5.9 eV
Multiplicity ... 1

=====

Number 1: HOMO level -11.4 eV, total energy -1425.4035 Eh, LUMO energy -0.105 Ha. Number 2: HOMO level -7.5 eV, total energy -3012.5919 Eh, LUMO energy -0.025 Ha. Number 3: HOMO level -3.7 eV, total energy -7826.9389 Eh, LUMO energy 0.080 Ha.